The following is a quantum chemistry calculation of the molecule C18H28N2O5S, from the Open Molecules 2025 dataset.

CARTESIAN COORDINATES (ANGSTROEM)
1 C 3.624 -3.863 1.268
2 S -0.666 2.444 -0.407
3 H -1.372 1.464 2.419
4 C 0.197 -0.399 1.227
5 H -1.724 2.987 -2.703
6 H 2.527 1.672 -0.979
7 N -1.376 3.856 -0.892
8 C 1.112 -3.119 0.203
9 O 0.566 -0.456 2.374
10 H -2.799 4.878 0.295
11 H 3.461 -2.878 1.717
12 H -2.118 4.719 -2.630
13 C -0.094 -2.731 -0.370
14 C 2.192 -3.473 -0.595
15 C -1.219 -2.294 0.525
16 H 4.664 -4.155 1.406
17 H -3.043 1.235 2.969
18 H -3.162 -0.918 1.737
19 C 0.847 -3.094 -2.548
20 C 2.799 1.473 0.054
21 H 2.897 -3.736 -2.590
22 H 2.886 -0.676 -0.197
23 H -2.902 2.748 0.975
24 H -3.211 3.524 -1.881
25 H 1.196 -3.120 1.279
26 H 3.873 1.576 0.182
27 H -3.830 1.277 0.611
28 C -1.226 -0.765 0.797
29 H -1.163 -2.445 -2.201
30 C -2.837 1.667 0.868
31 H -0.915 -0.059 -1.235
32 O -0.025 2.714 0.845
33 C -0.225 -2.729 -1.749
34 C 2.050 -3.458 -1.983
35 C -2.187 -0.474 1.957
36 H -2.605 -0.469 -0.834
37 O 0.978 -0.133 0.194
38 H -2.179 -2.567 0.081
39 H -1.147 4.695 0.959
40 H 0.742 -3.088 -3.623
41 H -1.131 -2.801 1.488
42 C -2.164 3.770 -2.093
43 H 2.579 -0.136 1.487
44 C -2.339 1.030 2.160
45 O 0.105 1.982 -1.514
46 H -1.461 5.858 -0.346
47 C -1.681 -0.009 -0.462
48 C 2.376 0.064 0.429
49 N -1.960 1.394 -0.251
50 O 3.417 -3.840 -0.124
51 H -1.793 -0.929 2.867
52 H 2.282 2.193 0.682
53 H 2.975 -4.597 1.757
54 C -1.728 4.878 0.058

Results
LUMO, eV: 0.681
Charge: 0
SMILES: CCOC(=O)[C@@]1(Cc2cccc(OC)c2)CCCN(S(=O)(=O)N(C)C)C1
Energy relative to the best compared isomer or geometry (same formula, charge and spin), kJ/mol: 27.3

Results of the Mulliken charge analysis, in e, for atoms 1 through 6: C -0.71; S 1.49; H 0.27; C -0.30; H 0.28; H 0.25